Entry from the Open Molecules 2025 dataset: a 2-piece molecular cluster, C5H11N2O overall at a distorted geometry (ωB97M-V with the def2-TZVPD basis set).

Multiplicity = 1
E_HOMO = -11.96 eV
ΔE to the lowest compared entry with this formula, charge and spin = 178.1 kcal/mol
Net charge = +1
Kohn-Sham gap = 3.1 eV

Structure (XYZ):
```
19
Properties=species:S:1:pos:R:3:forces:R:3:mulliken_charge:R:1
O 0.48520 0.56571 0.45260 -0.81 -4.77 2.40 -0.297
N 5.82211 0.08496 -0.10851 1.04 -3.17 -0.79 -0.626
N -2.35663 0.84893 -1.09740 1.73 2.08 -1.32 -0.421
C -0.53231 -1.57554 0.84264 -2.07 -0.80 0.92 0.018
C 0.41962 -0.56513 1.07925 4.39 5.76 -1.34 0.005
C -1.75833 1.99601 -1.12566 -0.27 -0.12 1.64 -0.103
C -2.40634 -0.06115 -0.00611 -0.63 1.00 1.73 -0.486
C -1.50728 -1.37140 -0.22354 -1.37 -3.16 -0.24 -0.354
H -1.22034 2.50138 -0.27558 -0.33 -1.19 -0.16 0.209
H 4.88276 0.26537 0.12597 -0.56 1.38 0.78 0.181
H 6.63985 0.52996 0.24632 -0.37 1.31 0.57 0.227
H -0.39669 -2.37480 1.69927 -1.01 0.91 -2.21 0.330
H -0.95360 -1.32924 -1.19450 -0.29 0.52 0.39 0.395
H -3.50333 -0.32564 0.07242 1.29 -0.69 -0.13 0.365
H -1.74253 2.76876 -1.91859 -0.73 -1.33 -0.42 0.288
H 5.96505 -0.88840 0.20299 -0.11 0.47 -0.55 0.219
H -2.19225 -2.29939 -0.33064 1.13 1.54 0.25 0.306
H 1.28529 -0.82371 1.76940 -1.07 0.38 -0.53 0.337
H -2.19643 0.37607 1.02400 0.03 -0.14 -1.00 0.404
```
Positions in Å, forces in eV/Å.